Entry 1:
{"formula": "C2H9N2O2", "method": "ωB97M-V/def2-TZVPD", "species": ["N", "C", "C", "N", "O", "H", "H", "H", "H", "H", "H", "H", "H", "H", "O"], "coordinates": [[-1.30890, -0.22780, -1.44699], [-0.43420, -0.07269, -0.25386], [0.26889, -1.36633, -0.09337], [1.32007, -1.38242, 0.77422], [-0.14373, -2.37435, -0.69840], [-1.94224, -1.03650, -1.31616], [-1.79675, 0.65028, -1.68205], [-0.70594, -0.41594, -2.26590], [-1.03803, 0.26064, 0.61126], [0.20330, 0.75320, -0.45628], [1.66614, -0.51969, 1.18824], [1.81873, -2.22684, 1.00860], [0.34673, 2.30191, 2.19104], [1.06509, 3.27269, 1.16644], [0.68082, 2.38385, 1.27320]], "lowdin_charge": [0.049, -0.251, -0.558, 0.168, 0.000, 0.092, 0.031, 0.066, 0.109, 0.065, 0.106, 0.113, 0.054, 0.052, -0.095], "multiplicity": 2, "relative_energy_kcal_mol": 2.1, "total_charge": 0, "max_force_ha_per_bohr": 0.0485, "e_tot_ha": -341.49251}

Entry 2:
{"formula": "C2H9N2O2", "method": "ωB97M-V/def2-TZVPD", "species": ["N", "C", "C", "N", "O", "H", "H", "H", "H", "H", "H", "H", "H", "H", "O"], "coordinates": [[-1.24753, 1.64402, 0.81951], [-1.50708, 0.17334, 0.64386], [-0.70344, -0.26719, -0.58598], [-0.87876, -1.56854, -0.98277], [-0.03988, 0.56417, -1.14812], [-1.03972, 1.94133, 1.77164], [-0.49950, 1.92337, 0.14544], [-2.10762, 2.14889, 0.55868], [-2.58911, -0.04188, 0.47079], [-1.23227, -0.23692, 1.60172], [-1.13536, -2.22375, -0.26015], [-0.46964, -1.97027, -1.81022], [2.87120, -0.46461, 0.54046], [3.96284, -1.46233, 0.77679], [3.81612, -0.51560, 0.78423]], "lowdin_charge": [0.192, -0.041, -0.503, 0.196, 0.092, 0.176, 0.163, 0.183, 0.159, 0.134, 0.118, 0.131, 0.023, 0.032, -0.056], "relative_energy_kcal_mol": 28.2, "total_charge": 1, "max_force_ha_per_bohr": 0.0326, "e_tot_ha": -341.35514}

Entry 3:
{"formula": "C2H9N2P3", "method": "ωB97M-V/def2-TZVPD", "species": ["C", "C", "N", "N", "P", "P", "P", "H", "H", "H", "H", "H", "H", "H", "H", "H"], "coordinates": [[-0.20753, -0.60615, -2.59091], [-0.41733, -0.39056, -1.14534], [1.31320, -1.77778, 0.88789], [-0.35211, 0.73658, 1.22837], [2.10611, -0.79237, 1.83061], [-0.36009, 1.90221, 2.52504], [-0.08690, 1.34192, -0.33237], [0.82838, -0.16157, -2.81249], [-0.18511, -1.59933, -2.92031], [-0.96330, 0.03900, -3.02952], [0.42228, -0.93613, -0.67759], [-1.38229, -0.66243, -0.85024], [0.19932, -1.87130, 1.02891], [1.13603, -0.39986, 2.62236], [-1.76170, 2.04179, 2.45068], [-0.28897, 3.13597, 1.78491]], "lowdin_charge": [-0.189, -0.517, -0.457, -0.743, 0.696, 0.591, 0.883, 0.095, 0.051, 0.061, -0.008, 0.042, 0.043, -0.264, -0.130, -0.154], "smiles": "[H]/N=P\\[H].CC/P=N/P", "relative_energy_kcal_mol": 46.9, "total_charge": 0, "max_force_ha_per_bohr": 0.0865, "e_tot_ha": -1215.02396}

Entry 4:
{"formula": "C2H9N2S", "method": "ωB97M-V/def2-TZVPD", "species": ["C", "S", "H", "H", "H", "N", "C", "N", "H", "H", "H", "H", "H", "H"], "coordinates": [[-1.20084, -3.09956, -0.26816], [-2.36940, -1.86427, -0.93274], [-0.81112, -2.56411, 0.59825], [-1.79004, -3.97917, -0.03869], [-0.41055, -3.31931, -0.97762], [1.14418, 0.45491, -0.02228], [1.22317, 1.79817, 0.51360], [0.13267, 2.72023, 0.25494], [0.31221, -0.03111, 0.33471], [0.91053, 0.54229, -1.01290], [1.58390, 1.83864, 1.53818], [2.09065, 2.28663, 0.04707], [-0.09082, 2.77212, -0.73524], [-0.72454, 2.44455, 0.70085]], "lowdin_charge": [-0.535, 0.499, 0.013, 0.007, 0.020, -0.011, -0.399, -0.011, 0.045, 0.060, 0.102, 0.102, 0.061, 0.048], "multiplicity": 2, "relative_energy_kcal_mol": 3.1, "total_charge": 0, "max_force_ha_per_bohr": 0.0364, "e_tot_ha": -589.22632}

Entry 5:
{"formula": "C2H9N2S", "method": "ωB97M-V/def2-TZVPD", "species": ["C", "C", "N", "N", "S", "H", "H", "H", "H", "H", "H", "H", "H", "H"], "coordinates": [[-1.22422, 1.08465, -0.07401], [0.53913, 0.29933, 0.34160], [1.15380, -0.11113, -0.82008], [-0.00727, -0.94404, 1.34169], [0.26304, -1.08341, -1.95315], [-1.53921, 0.55522, -0.93899], [-0.86052, 2.04368, -0.32198], [-1.75520, 1.00369, 0.79757], [1.09199, 1.01693, 0.95185], [2.25183, -0.10144, -0.86735], [0.46704, -1.70195, 1.76815], [-0.71475, -1.40451, 0.71971], [-0.38960, -0.22018, 2.11230], [0.72396, -0.43683, -3.05731]], "lowdin_charge": [0.090, -0.275, -0.418, 0.149, 0.762, 0.010, 0.048, 0.016, 0.126, 0.153, 0.115, 0.125, 0.206, -0.106], "multiplicity": 3, "relative_energy_kcal_mol": 60.6, "total_charge": 1, "max_force_ha_per_bohr": 0.1097, "e_tot_ha": -588.79393}

Entry 6:
{"formula": "C2H9N2S2", "method": "ωB97M-V/def2-TZVPD", "species": ["C", "C", "N", "N", "S", "S", "H", "H", "H", "H", "H", "H", "H", "H", "H"], "coordinates": [[-0.84211, -0.17094, -0.94758], [0.60441, -0.06930, 0.02358], [1.47452, -0.95179, -0.52965], [0.13211, -0.32284, 1.44892], [-2.30196, 0.55539, 0.01704], [1.11601, 1.66859, -0.08741], [-1.28471, -1.15123, -1.24628], [-0.51180, 0.35182, -1.86338], [1.04161, -1.82140, -0.91205], [2.32588, -1.18416, -0.02057], [0.18144, -1.33386, 1.72952], [-0.98658, 0.05559, 1.32133], [0.66578, 0.30841, 2.09243], [-1.95791, 1.90967, 0.14233], [0.34331, 2.15605, -1.16822]], "lowdin_charge": [-0.408, -0.920, 0.030, 0.079, 0.773, 0.810, 0.078, 0.065, 0.127, 0.114, 0.176, 0.057, 0.142, -0.067, -0.055], "smiles": "N[C@@]([NH3+])(S)CS", "relative_energy_kcal_mol": 46.8, "total_charge": 1, "max_force_ha_per_bohr": 0.0885, "e_tot_ha": -987.18670}

Entry 7:
{"formula": "C2H9N2S2", "method": "ωB97M-V/def2-TZVPD", "species": ["C", "S", "S", "H", "H", "H", "H", "N", "C", "N", "H", "H", "H", "H", "H"], "coordinates": [[-0.29347, -0.39481, 3.17281], [0.20446, 0.77925, 1.85138], [-1.55930, 0.74277, 0.71427], [-0.60968, -1.26769, 2.61697], [0.61818, -0.45755, 3.77539], [-1.12772, 0.04905, 3.69976], [-2.31000, 1.54641, 1.49649], [0.49993, -1.20544, -2.61069], [0.65295, 0.10182, -2.53040], [0.95415, 0.72108, -1.37395], [0.29001, -1.63929, -1.72083], [0.22552, -1.59761, -3.50293], [0.81015, 0.65242, -3.46290], [0.30751, 0.31621, -0.68367], [1.33732, 1.65339, -1.44172]], "lowdin_charge": [-0.302, 0.760, 0.566, 0.059, 0.073, 0.072, -0.085, 0.227, -0.127, 0.146, 0.144, 0.160, 0.176, -0.018, 0.148], "multiplicity": 2, "relative_energy_kcal_mol": 28.0, "total_charge": 2, "max_force_ha_per_bohr": 0.0594, "e_tot_ha": -986.76858}

Entry 8:
{"formula": "C2H9N3", "method": "ωB97M-V/def2-TZVPD", "species": ["C", "N", "H", "H", "H", "H", "H", "N", "C", "N", "H", "H", "H", "H"], "coordinates": [[1.15067, -2.65939, 0.73274], [0.70836, -1.85454, 1.87641], [0.57215, -3.57517, 0.57882], [2.18927, -2.93918, 0.89825], [1.11636, -2.07804, -0.18677], [-0.30485, -1.80795, 1.91270], [0.95967, -2.34192, 2.72980], [0.35163, 1.21736, -0.75401], [-1.03257, 1.53965, -0.92392], [-1.36847, 2.65425, -1.40257], [0.55219, 0.32931, -1.20711], [0.49499, 1.01031, 0.23463], [-1.75282, 0.79975, -0.55168], [-2.38821, 2.68790, -1.45814]], "lowdin_charge": [-0.198, -0.078, 0.064, 0.069, 0.048, 0.051, 0.052, 0.015, -0.380, 0.090, 0.056, 0.064, 0.104, 0.042], "smiles": "[H]/N=C/N.CN", "relative_energy_kcal_mol": 28.4, "total_charge": 0, "max_force_ha_per_bohr": 0.0080, "e_tot_ha": -245.82646}

Entry 9:
{"formula": "C2H9N3", "method": "ωB97M-V/def2-TZVPD", "species": ["C", "N", "H", "H", "H", "N", "C", "N", "H", "H", "H", "H", "H", "H"], "coordinates": [[-0.61237, -3.99029, 0.57307], [-1.70360, -4.19072, 1.20998], [0.25404, -3.75668, 1.27233], [-0.63662, -3.63998, -0.51576], [-2.43364, -4.57739, 0.76304], [0.29631, 1.30586, -0.39848], [1.03322, 2.38461, -0.91314], [0.82837, 3.70392, -0.25782], [-0.63958, 1.59656, -0.17769], [0.71729, 1.05627, 0.44138], [0.83466, 2.46461, -1.95907], [2.07772, 2.20596, -0.60352], [-0.11465, 4.16214, -0.46806], [1.46813, 4.38920, -0.58798]], "lowdin_charge": [-0.137, 0.013, 0.069, 0.082, -0.027, 0.005, -0.397, -0.035, 0.066, 0.040, 0.089, 0.118, 0.085, 0.030], "smiles": "C=N.NCN", "relative_energy_kcal_mol": 55.4, "total_charge": 0, "max_force_ha_per_bohr": 0.1022, "e_tot_ha": -245.78333}

Entry 10:
{"formula": "C2H9N3O", "method": "ωB97M-V/def2-TZVPD", "species": ["C", "N", "C", "N", "N", "H", "H", "H", "H", "H", "H", "H", "H", "H", "O"], "coordinates": [[0.03898, 1.50281, 0.82861], [0.19430, 0.22456, 0.14031], [-0.24173, 0.13150, -1.24587], [0.25529, -1.05391, -1.97087], [-1.11410, 0.95350, -1.80161], [-0.61883, 1.41098, 1.67418], [1.06947, 1.99395, 1.02456], [-0.35795, 2.42363, 0.35256], [0.91553, -0.37489, 0.58507], [-0.56207, -1.30949, -2.69292], [1.17030, -1.30416, -2.10281], [-1.32474, 1.00417, -2.78125], [-0.46429, -1.51719, 2.85993], [0.62218, -2.37396, 2.29408], [0.41767, -1.71151, 2.83606]], "lowdin_charge": [-0.148, -0.040, -0.467, 0.057, 0.071, 0.057, 0.100, 0.071, 0.117, 0.141, 0.014, 0.017, -0.001, -0.032, 0.042], "smiles": "[H]/N=C(\\N)NC.O", "relative_energy_kcal_mol": 58.3, "total_charge": 0, "max_force_ha_per_bohr": 0.1346, "e_tot_ha": -321.03883}

Entry 11:
{"formula": "C2H9N3O", "method": "ωB97M-V/def2-TZVPD", "species": ["C", "C", "N", "N", "N", "O", "H", "H", "H", "H", "H", "H", "H", "H", "H"], "coordinates": [[-0.89171, 0.12294, -0.43470], [0.96489, -0.47988, 0.89534], [-0.15186, 0.40095, 0.63968], [0.44085, 1.31208, -1.43036], [-1.93819, -0.80011, 0.97538], [1.75041, 0.81825, -1.64381], [1.64596, 0.21166, -2.38686], [0.61103, 2.13290, -0.84708], [-2.33205, -0.14819, 1.65055], [-1.49042, -1.55158, 1.49625], [-1.69930, 0.78517, -0.70612], [-0.73874, -0.74822, -1.06756], [1.17644, -0.49582, 1.96364], [0.81685, -1.50008, 0.52230], [1.83585, -0.06008, 0.37334]], "lowdin_charge": [-0.240, -0.150, -0.103, -0.008, 0.037, -0.121, 0.090, 0.068, 0.011, 0.005, 0.093, 0.098, 0.076, 0.079, 0.064], "relative_energy_kcal_mol": 176.6, "total_charge": 0, "max_force_ha_per_bohr": 0.0289, "e_tot_ha": -320.85029}

Entry 12:
{"formula": "C2H9N4", "method": "ωB97M-V/def2-TZVPD", "species": ["C", "C", "N", "N", "N", "N", "H", "H", "H", "H", "H", "H", "H", "H", "H"], "coordinates": [[-1.72172, 0.34200, 0.01179], [2.30096, 1.08986, 0.53874], [-0.91163, -0.54358, -0.40909], [-2.77912, 0.76974, -0.65317], [0.39778, -2.27514, -0.37429], [0.16025, -1.03294, -0.55181], [-1.68512, 0.58457, 1.09320], [2.25663, 0.11683, 0.19803], [2.75686, 1.12300, 1.51733], [1.28243, 1.36419, 0.64811], [-3.28219, 1.56137, -0.10174], [-2.89843, 0.54948, -1.58055], [-0.17469, -2.90992, 0.20984], [1.35650, -2.60731, -0.60664], [2.94148, 1.86785, 0.06024]], "lowdin_charge": [-0.163, -0.032, 0.092, 0.167, 0.144, -0.008, 0.171, -0.042, 0.024, -0.016, 0.192, 0.095, 0.158, 0.161, 0.057], "relative_energy_kcal_mol": 96.5, "total_charge": 1, "max_force_ha_per_bohr": 0.1023, "e_tot_ha": -300.26559}